(1)
{
  "formula": "C18H12Cl3LiN3O2",
  "method": "ωB97M-V/def2-TZVPD",
  "fmax_ha_per_bohr": 0.00199,
  "homo_lumo_gap_ev": 7.4,
  "e_tot_ev": -65203.8079,
  "charge": -1,
  "e_homo_ha": -0.171,
  "de_lowest_ev": 0.0000,
  "elements": ["Li", "O", "C", "N", "C", "C", "C", "C", "C", "C", "N", "C", "C", "C", "C", "C", "N", "H", "H", "H", "H", "H", "H", "H", "H", "H", "H", "Cl", "C", "C", "C", "Cl", "C", "O", "C", "Cl", "C", "H", "H"],
  "xyz": [[-0.498, 0.000, 0.025], [-2.375, 3.648, 0.093], [-1.614, 2.661, 0.005], [-1.899, 1.395, -0.187], [-3.287, 1.052, -0.231], [-3.445, -0.450, -0.161], [-4.675, -1.066, -0.394], [-4.769, -2.441, -0.309], [-3.632, -3.179, 0.000], [-2.450, -2.492, 0.210], [-2.361, -1.165, 0.136], [-0.114, 2.895, 0.140], [0.389, 4.191, 0.153], [1.754, 4.377, 0.274], [2.577, 3.266, 0.389], [1.989, 2.011, 0.378], [0.678, 1.824, 0.257], [-3.792, 1.418, -1.137], [-3.848, 1.501, 0.604], [-5.538, -0.460, -0.643], [-5.715, -2.938, -0.490], [-3.659, -4.258, 0.070], [-1.520, -3.003, 0.438], [-0.315, 5.007, 0.069], [2.175, 5.375, 0.280], [3.651, 3.361, 0.484], [2.593, 1.113, 0.466], [6.412, -2.550, -0.172], [4.692, -2.228, -0.119], [4.093, -1.516, -1.144], [2.736, -1.270, -1.091], [1.997, -0.374, -2.389], [1.883, -1.701, -0.031], [0.639, -1.467, 0.012], [2.583, -2.429, 0.976], [1.648, -3.016, 2.324], [3.938, -2.689, 0.946], [4.676, -1.155, -1.981], [4.399, -3.246, 1.750]],
  "forces_ev_per_angstrom": [[-0.1, 0.0, 0.0], [0.0, 0.0, 0.0], [0.0, 0.0, -0.1], [0.0, 0.0, 0.0], [0.0, 0.0, 0.0], [0.0, 0.0, 0.0], [0.0, 0.0, 0.0], [0.0, 0.0, 0.0], [0.0, 0.0, 0.0], [0.0, 0.0, 0.0], [0.1, 0.0, 0.0], [0.0, 0.0, 0.0], [0.0, 0.0, 0.0], [0.0, 0.0, 0.0], [0.0, 0.0, 0.0], [0.0, 0.0, 0.0], [0.0, 0.0, 0.0], [0.0, 0.0, 0.0], [0.0, 0.0, 0.0], [0.0, 0.0, 0.0], [0.0, 0.0, 0.0], [0.0, 0.0, 0.0], [0.0, 0.0, 0.0], [0.0, 0.0, 0.0], [0.0, 0.0, 0.0], [0.0, 0.0, 0.0], [0.0, 0.0, 0.0], [0.0, 0.0, 0.0], [0.0, 0.0, 0.0], [0.0, 0.0, 0.0], [0.0, 0.0, 0.0], [0.0, 0.0, 0.0], [0.0, 0.0, 0.0], [0.0, 0.0, 0.0], [0.0, 0.0, 0.0], [0.0, 0.0, 0.0], [0.0, 0.0, 0.0], [0.0, 0.0, 0.0], [0.0, 0.0, 0.0]]
}

***

(2)
{
  "formula": "C3H6CrFNO3P",
  "method": "ωB97M-V/def2-TZVPD",
  "fmax_ha_per_bohr": 0.14435,
  "homo_lumo_gap_ev": [4.5, 5.2],
  "spin_multiplicity": 3,
  "e_tot_ev": -51254.0433,
  "charge": 1,
  "e_homo_ha": [-0.487, -0.488],
  "elements": ["N", "C", "O", "P", "F", "O", "C", "C", "O", "H", "H", "H", "H", "H", "H", "Cr"],
  "xyz": [[3.038, -1.492, 1.165], [2.780, -0.796, 0.307], [2.273, -0.149, -0.706], [0.786, 0.640, -0.133], [0.883, 1.909, -1.246], [-0.260, -0.236, -1.260], [-1.153, -0.915, -0.297], [-1.525, 0.278, 0.714], [-0.566, 1.378, 0.657], [0.766, -0.403, 0.858], [1.581, 1.346, 0.823], [-0.694, -1.841, 0.093], [-2.158, -1.252, -0.678], [-2.414, 0.749, 0.194], [-1.697, 0.026, 1.778], [-1.640, 0.758, -2.270]],
  "forces_ev_per_angstrom": [[0.9, -1.2, 2.0], [-1.3, 1.3, -3.1], [-0.1, 0.1, -0.3], [4.2, 3.3, 5.1], [-0.8, -1.8, -0.3], [-2.9, -0.4, -1.0], [-0.7, 0.2, 1.5], [-0.1, 1.4, -0.7], [-0.9, -2.6, -2.0], [-0.8, -0.3, -1.0], [-0.1, 0.2, -0.9], [0.1, 0.7, -0.2], [0.8, 0.3, -0.8], [-0.2, -0.5, 1.1], [-0.3, -0.2, -0.8], [2.2, -0.4, 1.4]]
}

***

(3)
{
  "formula": "CH4BNO2",
  "method": "ωB97M-V/def2-TZVPD",
  "fmax_ha_per_bohr": 0.05036,
  "homo_lumo_gap_ev": 10.5,
  "e_tot_ev": -7358.8603,
  "charge": 0,
  "smiles": "BC[N+](=O)[O-]",
  "e_homo_ha": -0.403,
  "de_lowest_ev": 2.5444,
  "elements": ["B", "C", "N", "O", "O", "H", "H", "H", "H"],
  "xyz": [[1.240, -0.469, -0.457], [0.205, 0.381, 0.495], [-1.337, 0.003, 0.113], [-1.644, -1.144, 0.339], [-2.140, 0.818, -0.283], [2.433, -0.478, -0.347], [0.890, -0.929, -1.555], [0.004, 0.444, 1.590], [0.348, 1.374, 0.105]],
  "forces_ev_per_angstrom": [[-0.7, 0.3, -0.2], [-1.9, -1.4, -0.9], [0.6, 0.0, 0.1], [0.5, -0.5, 0.2], [0.8, 0.7, -0.1], [-0.3, 0.1, 0.6], [-0.2, 0.4, 1.2], [1.2, -0.4, -0.8], [-0.1, 0.8, -0.1]]
}

***

(4)
{
  "formula": "C3H3NO3S",
  "method": "ωB97M-V/def2-TZVPD",
  "fmax_ha_per_bohr": 0.03792,
  "homo_lumo_gap_ev": 5.3,
  "e_tot_ev": -21623.5187,
  "charge": -2,
  "e_homo_ha": 0.040,
  "de_lowest_ev": 2.8929,
  "elements": ["C", "C", "C", "N", "O", "O", "O", "S", "H", "H", "H"],
  "xyz": [[-2.479, 0.052, -0.271], [-1.465, -0.152, 0.548], [0.487, 0.970, 0.031], [1.225, 0.014, -0.105], [3.352, -0.866, -1.302], [0.199, 2.139, 0.049], [3.116, -1.251, 1.117], [2.997, -0.249, 0.015], [-3.447, -0.526, -0.338], [-2.453, 0.860, -1.002], [-1.531, -0.991, 1.258]],
  "forces_ev_per_angstrom": [[-1.4, -0.3, -0.5], [1.0, 0.6, 0.3], [-0.6, 0.3, 0.6], [1.0, -1.7, -0.2], [-0.4, 0.2, 0.4], [-0.1, 0.1, -0.1], [-0.3, 0.3, -0.4], [0.3, 0.2, 0.0], [0.5, 0.1, 0.1], [0.0, 0.2, -0.1], [-0.1, -0.1, -0.1]]
}

***

(5)
{
  "formula": "C3H13NO3",
  "method": "ωB97M-V/def2-TZVPD",
  "fmax_ha_per_bohr": 0.13296,
  "homo_lumo_gap_ev": 7.9,
  "e_tot_ev": -10951.4505,
  "charge": 0,
  "smiles": "C=CNC.O.O.O",
  "e_homo_ha": -0.279,
  "de_lowest_ev": 3.3211,
  "elements": ["C", "C", "N", "C", "H", "H", "H", "H", "H", "H", "H", "O", "H", "H", "O", "H", "H", "O", "H", "H"],
  "xyz": [[-1.685, 0.067, 1.359], [-1.572, -1.059, 2.158], [-0.348, -1.741, 1.906], [0.192, -2.656, 2.938], [-0.761, 0.416, 0.838], [-2.579, 0.669, 1.442], [-2.253, -1.639, 2.683], [0.493, -1.296, 1.469], [-0.310, -3.492, 2.746], [1.350, -2.621, 2.740], [0.135, -2.468, 4.053], [2.383, 4.273, -3.737], [1.501, 4.433, -3.560], [2.805, 5.178, -3.646], [-1.501, 1.820, -3.772], [-1.826, 2.170, -2.966], [-0.968, 2.411, -4.187], [1.723, -1.748, -0.470], [1.725, -0.857, -0.548], [1.496, -1.860, -1.447]],
  "forces_ev_per_angstrom": [[-0.4, -1.2, 2.2], [4.2, 2.5, -4.8], [1.0, 0.0, 1.9], [3.6, 3.6, 0.5], [-1.2, -0.2, 0.4], [0.1, 0.2, -0.4], [-1.4, -0.4, 1.1], [-2.1, 0.1, 0.3], [-1.1, -4.3, -0.4], [-2.2, -1.0, 0.3], [-0.4, 0.7, -1.1], [3.5, 1.3, -0.4], [-2.8, 0.4, 0.6], [-0.7, -1.7, -0.2], [-2.0, -3.5, 0.6], [-0.3, 0.7, 1.0], [2.3, 2.8, -1.6], [-0.6, -3.9, -2.5], [0.4, 4.9, 0.7], [0.3, -1.0, 1.8]]
}

***

(6)
{
  "formula": "C30H45BrGdO2P2",
  "method": "ωB97M-V/def2-TZVPD",
  "fmax_ha_per_bohr": 0.06761,
  "homo_lumo_gap_ev": [5.1, 6.3],
  "spin_multiplicity": 8,
  "e_tot_ev": -145380.1684,
  "charge": 1,
  "e_homo_ha": [-0.304, -0.341],
  "de_lowest_ev": 3.7827,
  "elements": ["Gd", "C", "C", "C", "C", "C", "C", "H", "H", "H", "C", "H", "H", "H", "C", "H", "H", "H", "C", "H", "H", "H", "C", "H", "H", "H", "C", "C", "C", "C", "C", "C", "C", "C", "H", "H", "H", "H", "H", "H", "H", "H", "H", "H", "H", "H", "P", "C", "C", "P", "C", "C", "C", "H", "H", "H", "H", "H", "H", "H", "H", "H", "H", "H", "H", "H", "H", "Br", "C", "C", "C", "C", "C", "C", "C", "O", "O", "H", "H", "H", "H"],
  "xyz": [[0.090, 2.050, -0.165], [1.658, 1.541, -2.061], [0.372, 1.812, -2.631], [1.126, 3.759, -1.622], [2.137, 2.752, -1.466], [0.040, 3.185, -2.362], [2.511, 0.336, -2.223], [1.913, -0.560, -2.437], [3.055, 0.165, -1.280], [3.262, 0.456, -3.026], [3.549, 3.039, -1.125], [4.138, 2.117, -1.053], [3.611, 3.550, -0.157], [4.012, 3.698, -1.883], [1.346, 5.171, -1.225], [2.259, 5.566, -1.695], [1.479, 5.265, -0.139], [0.494, 5.796, -1.526], [-1.181, 3.923, -2.802], [-0.926, 4.977, -2.976], [-1.982, 3.894, -2.044], [-1.575, 3.490, -3.733], [-0.409, 0.894, -3.506], [-0.988, 1.458, -4.246], [-1.124, 0.299, -2.918], [0.253, 0.197, -4.036], [1.147, -2.812, 0.449], [1.302, -2.762, -0.885], [0.192, -2.379, -1.814], [-1.140, -3.189, -1.660], [-2.292, -2.614, -0.957], [-2.264, -1.430, -0.056], [-0.890, -1.212, 0.671], [-0.193, -2.547, 1.065], [0.543, -2.567, -2.840], [-0.919, -4.214, -1.303], [-0.010, -1.300, -1.744], [-0.888, -3.407, 0.716], [1.973, -3.034, 1.139], [2.283, -2.933, -1.337], [-0.100, -2.606, 2.161], [-0.231, -0.627, 0.003], [-2.519, -0.479, -0.596], [-1.035, -0.604, 1.586], [-1.451, -3.374, -2.699], [-3.272, -2.828, -1.425], [-2.330, -4.114, 1.228], [-1.732, -5.349, 2.401], [-3.315, -5.014, 0.016], [-3.622, -1.356, 1.208], [-3.317, -2.912, 2.138], [-5.159, -1.758, 0.341], [-3.982, -0.097, 2.436], [-1.582, -4.898, 3.390], [-0.784, -5.785, 2.055], [-2.487, -6.143, 2.470], [-3.908, -5.755, 0.569], [-2.654, -5.523, -0.698], [-3.986, -4.345, -0.531], [-4.655, -0.514, 3.206], [-4.494, 0.753, 1.958], [-3.063, 0.260, 2.935], [-2.818, -2.698, 3.099], [-4.285, -3.411, 2.348], [-5.726, -0.822, 0.235], [-5.750, -2.471, 0.942], [-4.994, -2.185, -0.658], [4.322, 0.166, 1.239], [4.367, 1.903, 2.056], [5.602, 2.493, 2.330], [5.668, 3.817, 2.801], [4.489, 4.534, 3.033], [3.261, 3.971, 2.721], [3.181, 2.624, 2.340], [1.859, 2.209, 1.815], [1.487, 1.018, 1.536], [1.044, 3.195, 1.528], [6.517, 1.924, 2.168], [6.637, 4.274, 2.997], [4.522, 5.546, 3.458], [2.331, 4.547, 2.751]],
  "forces_ev_per_angstrom": [[-2.2, -1.2, 2.4], [0.1, 1.5, -0.8], [0.9, 1.0, -0.4], [0.8, -1.0, -1.3], [-0.9, 0.1, -1.7], [1.3, -0.1, -0.4], [0.2, -0.6, 0.2], [0.3, 0.2, 0.0], [-0.1, -0.2, -0.4], [-0.4, 0.0, 0.3], [0.4, 0.1, 0.6], [0.0, 0.3, 0.0], [0.2, 0.0, -0.2], [-0.2, -0.3, 0.3], [-0.2, 0.5, 0.2], [-0.3, -0.1, 0.1], [-0.1, 0.1, -0.2], [0.3, 0.0, 0.1], [-0.2, 0.0, 0.0], [-0.2, -0.3, 0.0], [0.0, 0.1, -0.3], [0.0, 0.2, 0.3], [-0.3, -0.4, 0.1], [0.1, -0.1, 0.1], [-0.1, -0.1, -0.2], [-0.2, 0.2, 0.1], [0.2, 0.5, -0.4], [0.6, 0.1, 0.9], [-0.2, -0.4, -0.4], [1.0, -0.3, -1.0], [-1.9, 0.7, 0.8], [0.7, 2.0, -0.1], [0.1, -0.3, 0.3], [1.5, 0.7, -0.2], [-0.1, 0.2, 0.3], [0.2, 0.3, 0.1], [0.0, -0.4, -0.3], [1.9, 1.6, 0.5], [-0.3, 0.0, -0.5], [-0.3, 0.0, 0.2], [-0.2, -0.1, -0.3], [-0.3, -0.4, 0.4], [0.5, -0.2, -0.1], [0.1, -0.1, -0.4], [-0.2, 0.1, 0.3], [0.8, 0.4, 0.3], [-1.1, -1.1, -1.9], [-0.4, -0.3, 0.5], [-1.4, -1.1, 1.0], [-0.2, -3.4, -0.2], [-0.9, -0.1, 0.9], [-0.6, 0.5, 0.0], [0.3, 0.9, 0.1], [0.0, -0.2, -0.2], [-0.3, 0.2, 0.0], [0.3, 0.0, 0.2], [-0.2, -0.3, -0.6], [-0.1, 0.2, 0.3], [0.2, -0.4, 0.3], [0.3, -0.1, -0.5], [0.3, -0.2, 0.2], [-0.4, -0.2, -0.3], [-0.2, -0.1, -0.4], [0.2, 0.6, 0.3], [-0.1, -0.3, -0.1], [0.2, 0.4, -0.3], [0.1, 0.2, 0.5], [0.4, 0.5, 0.5], [-0.4, 0.4, 0.7], [0.1, 0.2, -0.1], [-0.5, -0.6, 0.2], [0.2, 0.3, 0.0], [0.2, -0.3, 0.5], [0.7, -0.1, -1.3], [-2.0, 0.1, -0.6], [0.7, 1.2, 0.6], [1.1, -0.8, 0.9], [-0.3, 0.2, -0.1], [-0.2, -0.2, 0.0], [0.1, -0.4, -0.4], [0.5, -0.3, 0.2]]
}